Molecular formula: C8H12
Method: DFT, ωB97M-V/def2-TZVPD

Output
lowest unoccupied orbital energy	0.94	eV
energy above the lowest of the compared OMol25 structures with the same formula, charge and spin	441.2	kJ/mol
total charge	0

Last column: Löwdin charge in e.
Element x y z (Å)
C1 -1.25598 0.26698 1.37820  0.049
C2 -1.59629 0.53203 0.15973  -0.240
C3 1.39691 1.74806 -0.09262  -0.027
C4 1.41689 0.43732 0.10264  -0.170
C5 -0.40785 -0.35763 0.34388  -0.301
C6 -2.60093 0.81479 -0.79085  -0.028
C7 2.55163 -0.58603 0.13425  -0.098
C8 -0.28864 -1.75309 -0.06116  -0.093
H1 -1.37894 0.44924 2.49847  0.129
H2 2.34908 2.28783 -0.11808  0.046
H3 0.55913 2.44335 -0.25231  0.055
H4 -3.35380 1.47547 -0.42287  0.087
H5 -3.01232 -0.12271 -0.95596  0.077
H6 -2.17205 1.12810 -1.68782  0.075
H7 2.84352 -1.01352 1.03596  0.047
H8 2.46545 -1.46493 -0.43563  0.043
H9 3.44981 0.01669 -0.18151  0.091
H10 -0.43965 -1.97528 -1.24415  0.133
H11 -1.20851 -2.21416 0.39916  0.096
H12 0.68254 -2.11248 0.19067  0.030